Density functional theory data (ωB97M-V/def2-TZVPD) for C11H16CoO2S8 as an isolated structure.

Last column: Löwdin spin population.
Geometry (Å):
1 Co -0.290 0.419 -1.000  0.9746
2 C -0.453 -1.685 1.482  -0.0014
3 C 0.113 -2.486 0.317  0.0034
4 S -0.453 -1.970 -1.325  0.0464
5 C -2.247 -2.252 -1.174  0.0043
6 C -3.102 -1.058 -1.581  -0.0001
7 S -2.582 0.541 -0.900  -0.0045
8 C -2.974 0.301 0.862  -0.0003
9 C -1.834 0.756 1.755  0.0001
10 S -0.221 0.106 1.254  -0.0116
11 H 0.056 -1.966 2.404  -0.0005
12 H -1.515 -1.881 1.619  0.0000
13 H -0.095 -3.546 0.468  0.0013
14 H 1.196 -2.359 0.266  0.0001
15 H -2.451 -2.551 -0.146  0.0001
16 H -2.513 -3.094 -1.812  0.0011
17 H -4.142 -1.219 -1.293  -0.0003
18 H -3.046 -0.910 -2.655  0.0001
19 H -3.199 -0.754 1.017  0.0000
20 H -3.878 0.865 1.094  -0.0001
21 H -2.024 0.499 2.798  -0.0001
22 H -1.702 1.839 1.703  0.0003
23 O -1.203 -0.618 -3.810  0.0003
24 C -0.709 0.506 -3.788  -0.0007
25 O -0.303 1.150 -2.758  0.0022
26 H -0.627 1.089 -4.720  -0.0010
27 C 5.381 0.411 0.426  -0.0008
28 S 4.139 0.279 1.734  -0.0010
29 C 3.052 1.589 1.309  -0.0025
30 C 2.235 1.630 0.238  0.0022
31 S 1.997 0.422 -0.994  -0.0299
32 S 1.184 3.029 0.168  0.0136
33 C 1.592 3.734 1.703  0.0019
34 S 0.805 5.021 2.344  0.0008
35 S 2.899 2.902 2.459  0.0028
36 H 6.123 -0.361 0.628  0.0000
37 H 5.860 1.387 0.455  0.0000
38 H 4.930 0.234 -0.547  -0.0007

Output
highest occupied orbital energy (alpha / beta) = -0.274 / -0.274 Eh
lowest unoccupied orbital energy (alpha / beta) = -0.10 / -0.11 eV
2S+1 = 2
orbital gap (alpha / beta) = 7.363 / 7.347 eV